Entry 1:
Below is C25H45ClGaP2 as an isolated structure at a distorted geometry, with properties calculated with ωB97M-V/def2-TZVPD.

For the total energy, the calculation gives -110119.32007 eV. The energy above the lowest of the compared OMol25 structures with the same formula, charge and spin comes out at 0.000 eV. The highest occupied orbital energy (alpha / beta) comes out at -8.6 / -8.6 eV. As for the total charge: +1. Its maximum force is 4.57 eV/A. The calculation puts the LUMO energy (alpha / beta) at -0.211 / -0.209 Ha. The multiplicity is 1.

Geometry as XYZ:
```
74
Properties=species:S:1:pos:R:3:forces:R:3:mulliken_charge:R:1
Ga -0.58127 0.82812 -2.24444 1.79 3.18 2.74 -0.46
C -1.65339 2.75403 2.62656 0.02 0.15 0.17 0.93
C -2.56177 1.67858 2.42717 0.04 0.12 -0.04 0.38
C -1.27176 1.19318 4.27254 0.11 0.08 0.25 0.54
C -0.84529 2.44349 3.75840 -0.15 0.29 -0.17 0.75
C -2.32448 0.71416 3.44778 -0.28 -0.13 0.04 0.52
C -1.62525 4.01396 1.85683 0.21 0.17 -0.38 -1.45
H -1.98568 3.86039 0.83158 0.09 0.05 0.26 0.25
H -0.60818 4.42278 1.80635 -0.27 -0.09 0.00 0.40
H -2.26697 4.78211 2.32108 0.12 -0.26 -0.02 0.36
C 0.20400 3.30283 4.33938 0.42 0.16 -0.11 -1.49
H 0.57444 4.02519 3.60174 -0.07 -0.18 0.24 0.36
H 1.04915 2.69556 4.69034 -0.19 0.18 -0.05 0.38
H -0.16979 3.87280 5.20458 -0.01 -0.18 -0.17 0.34
C -0.75384 0.55468 5.50048 0.18 -0.29 0.06 -1.49
H -1.16362 1.02566 6.40622 0.05 -0.01 -0.20 0.34
H 0.33778 0.64301 5.55501 -0.19 -0.02 0.04 0.39
H -1.02245 -0.50442 5.53175 0.09 0.16 0.07 0.36
C -3.08938 -0.52974 3.66214 -0.07 -0.51 -0.08 -1.73
H -3.94017 -0.37959 4.34844 0.24 0.05 -0.17 0.32
H -2.45404 -1.31069 4.10301 -0.22 0.19 -0.13 0.43
H -3.49744 -0.90862 2.71652 0.08 0.05 0.28 0.39
C -3.59844 1.60917 1.37927 -0.16 -0.19 -0.37 -1.14
H -4.48304 2.20653 1.64661 0.19 -0.05 0.00 0.37
H -3.93633 0.57782 1.22840 0.04 0.25 0.01 0.34
H -3.22217 1.99383 0.42150 -0.08 -0.05 0.22 0.11
C 1.91594 -0.25508 -3.03401 2.68 -1.23 0.26 -0.89
C 0.96079 0.85723 -3.40767 0.02 0.28 -0.12 0.36
C 0.31472 0.70789 -4.82264 0.56 0.49 0.03 -1.31
C -1.01492 -0.12235 -4.89284 -0.39 0.43 -0.07 -0.82
C -1.61131 -0.38880 -3.51857 -0.03 -3.17 -0.15 -0.46
C -0.87257 -1.14999 -2.55469 -2.55 -1.90 -2.32 -0.03
C 0.17792 -2.15446 -3.02939 0.41 0.03 0.32 -0.90
C 1.49507 -1.61296 -3.59048 0.61 0.10 -0.25 -1.02
H 1.03154 0.28372 -5.53916 -0.19 0.17 0.03 0.40
H -0.84161 -1.04843 -5.46792 -0.03 -0.01 0.55 0.37
H 0.08265 1.72541 -5.18623 0.15 -0.43 0.21 0.43
H 1.40915 -1.52820 -4.68263 0.05 -0.15 0.26 0.45
H 2.89362 0.02374 -3.46645 -0.11 -0.49 -0.24 0.69
H 1.43010 1.85455 -3.34824 0.02 -0.53 0.00 0.76
H 2.29003 -2.35434 -3.39563 -0.39 0.25 -0.26 0.43
H 0.36305 -2.89575 -2.22345 -0.08 0.64 -0.25 0.01
H -1.37071 -1.46090 -1.62231 0.02 0.34 -0.48 0.78
H -0.26401 -2.72001 -3.86555 -0.28 0.11 0.43 0.62
H -1.76451 0.42915 -5.49857 0.42 -0.24 0.42 0.38
H -2.70244 -0.33976 -3.45061 0.40 0.59 0.55 0.57
P 2.62723 -0.66747 -1.13850 -1.82 1.62 0.14 0.49
P 1.25921 -2.74692 0.78540 -0.87 0.87 -0.52 1.00
C 3.47755 -2.29910 -0.96851 0.52 0.08 -0.95 -1.14
C 2.70089 -3.37915 -0.18294 -0.15 -0.11 0.08 -1.02
H 4.43131 -2.08292 -0.46126 -0.27 0.03 -0.29 0.43
H 3.70558 -2.64280 -1.98830 0.35 -0.32 0.41 0.57
H 2.29681 -4.11304 -0.89509 0.14 0.05 0.30 0.33
H 3.34417 -3.89919 0.54172 0.07 -0.06 -0.49 0.58
C 1.71080 -2.84504 2.54989 -0.08 -0.15 0.29 -1.27
H 1.04787 -2.13321 3.07217 0.36 -0.32 -0.05 0.23
H 2.74989 -2.53034 2.69430 -0.19 -0.09 0.10 0.38
H 1.53860 -3.85268 2.94999 0.29 0.21 0.08 0.41
C 0.04252 -4.10618 0.60374 0.07 -0.50 -0.17 -1.47
H 0.53763 -5.02870 0.25795 -0.37 0.13 0.20 0.41
H -0.71119 -3.79797 -0.14054 0.23 -0.28 0.31 0.27
H -0.45408 -4.29515 1.56389 0.01 0.00 -0.27 0.45
C 3.96714 0.56031 -1.08836 0.37 -0.08 -0.43 -1.42
H 3.53619 1.56110 -0.95101 0.11 -0.36 -0.07 0.27
H 4.49790 0.52662 -2.04492 0.40 0.23 0.21 0.37
H 4.63756 0.34071 -0.24774 -0.07 0.11 -0.26 0.43
C -1.47805 2.56524 -2.47667 -0.95 0.00 -0.24 -1.16
H -1.09964 3.31549 -1.76707 0.03 -0.32 -0.24 0.24
H -2.55935 2.43748 -2.33295 0.11 0.36 -0.05 0.35
H -1.31173 2.89656 -3.51473 -0.07 0.03 0.45 0.46
Cl 1.05192 1.88466 0.24482 0.18 0.44 0.23 -0.29
C -0.03691 0.58133 -0.25714 -1.46 -0.59 -0.20 0.79
H 0.39783 -0.39748 0.00619 -0.10 0.67 -0.10 -0.48
H -0.94076 0.73236 0.34347 -0.09 -0.06 0.13 -0.54
```
Forces are in eV/Å.

=====

Entry 2:
Below is C25H45CoN2P3SSe as an isolated structure at a distorted geometry, with properties calculated with ωB97M-V/def2-TZVPD.

For the total energy, the calculation gives -171283.48460 eV. The energy above the lowest of the compared OMol25 structures with the same formula, charge and spin comes out at 0.000 eV. The expectation value of S² is 6.0306. The highest occupied orbital energy (alpha / beta) comes out at -15.8 / -16.1 eV. As for the total charge: +3. Its maximum force is 3.82 eV/A. The calculation puts the LUMO energy (alpha / beta) at -0.291 / -0.426 Ha. The multiplicity is 5.

Geometry as XYZ:
```
78
Properties=species:S:1:pos:R:3:forces:R:3:mulliken_charge:R:1
Co -0.26902 -0.01838 -0.55235 0.00 2.55 -0.39 0.19
P -1.60337 -1.55317 -1.10778 -2.81 -2.55 -0.46 0.98
P 1.28214 -1.42291 0.00758 2.36 -1.17 0.46 0.91
P 1.60693 0.20420 -3.52213 -0.55 0.47 2.11 1.26
H -0.46264 6.74968 -1.50719 -0.06 -0.29 -0.48 0.26
C -0.53216 6.14260 -2.41869 -0.38 -0.76 -0.83 -0.64
C -1.43516 5.15278 -2.55032 -0.48 0.84 -0.35 -0.28
H -2.16546 5.05787 -1.71459 0.48 -0.22 -1.10 0.25
C -2.95626 -1.69879 0.11865 -0.05 0.13 -0.06 -1.14
C -1.17044 -3.33106 -1.26891 0.13 0.19 -0.08 -1.44
C -2.51679 -1.26206 -2.65939 0.03 0.01 0.01 -1.11
C 2.73188 -0.51582 0.65647 0.07 -0.38 0.11 -1.13
C 0.84255 -2.56620 1.36191 -0.23 -0.08 0.22 -1.13
C 2.09223 -2.60799 -1.16148 -0.02 0.13 0.10 -1.38
C 1.12936 1.64006 -4.47167 -0.09 -0.03 -0.54 -1.12
C 1.28780 -1.37724 -4.27128 -0.08 0.04 -0.50 -0.97
C 3.30203 0.33570 -2.99080 0.48 0.08 -0.27 -1.27
H 0.12910 6.39738 -3.25887 -0.17 -0.06 0.54 0.28
H -1.61910 4.55374 -3.50697 0.41 1.01 1.47 0.27
H -3.45848 -0.73019 0.21153 -0.08 -0.12 -0.13 0.41
H -2.55389 -1.94091 1.10856 0.01 -0.29 -0.54 -0.03
H -3.66606 -2.46993 -0.20850 0.09 0.23 0.15 0.55
H -0.63816 -3.68438 -0.37892 -0.24 -0.06 -0.30 0.43
H -0.52294 -3.48084 -2.13996 -0.33 -0.13 0.08 0.39
H -2.10406 -3.89988 -1.38865 0.36 0.11 -0.03 0.57
H -3.06637 -0.31497 -2.58466 0.01 -0.27 -0.06 0.43
H -3.21006 -2.10264 -2.81694 0.16 0.39 -0.14 0.48
H -1.81551 -1.18513 -3.50170 -0.26 -0.11 0.12 0.21
H 3.41329 -1.26711 1.08771 0.02 0.48 -0.06 0.46
H 2.39220 0.20048 1.42301 0.28 -0.28 -0.36 0.20
H 3.23394 0.01733 -0.16754 -0.14 -0.14 0.45 0.28
H 1.39829 -3.49665 1.21812 -0.06 0.08 0.08 0.56
H -0.22386 -2.80851 1.39838 0.18 0.14 0.05 0.21
H 1.13167 -2.14468 2.32533 -0.05 -0.02 -0.16 0.17
H 2.78008 -3.21808 -0.55338 -0.18 0.15 -0.38 0.58
H 2.67207 -2.07217 -1.92412 -0.14 -0.34 0.39 0.29
H 1.36125 -3.26144 -1.65991 0.43 0.19 0.32 0.32
H 1.69557 1.55624 -5.41286 -0.24 0.32 0.10 0.48
H 1.33594 2.59491 -3.97247 0.36 -0.34 0.03 0.40
H 0.05412 1.66364 -4.67245 0.15 -0.34 -0.18 0.47
H 2.02279 -1.43753 -5.09935 -0.55 -0.32 0.19 0.49
H 0.25014 -1.42103 -4.62998 0.39 0.04 -0.21 0.37
H 1.43246 -2.19503 -3.55545 0.15 0.35 -0.30 0.32
H 3.89475 0.41241 -3.91202 0.20 0.04 0.30 0.54
H 3.63508 -0.52601 -2.40792 -0.07 0.06 -0.33 0.44
H 3.46302 1.21721 -2.36201 -0.10 0.05 -0.32 0.38
C -0.30530 2.97884 -0.87084 0.80 1.67 1.26 1.48
C 1.08384 3.21869 -0.95538 -0.70 -0.35 0.00 -0.26
C 1.62054 4.19048 -0.11197 0.37 0.32 0.29 -0.60
C 0.81964 5.02427 0.69643 -0.27 -0.39 -0.45 -0.82
C -0.57474 4.86789 0.64237 0.44 0.05 0.21 -0.54
C -1.12534 3.79502 -0.04398 0.08 -0.66 -0.83 -1.02
S -0.97483 1.81049 -1.93046 -0.73 -0.77 -0.11 -0.08
H 0.86125 0.28126 -2.23284 0.77 -0.26 -1.48 -0.58
H 1.67305 2.62040 -1.69373 -0.23 0.78 0.93 -0.31
H 2.70066 4.31518 -0.10594 -0.16 0.11 0.01 0.49
H 1.23730 5.81695 1.34098 -0.05 -0.56 -0.62 0.46
H -1.21303 5.63463 1.09671 0.15 -0.61 0.08 0.54
H -2.20616 3.63364 -0.10872 0.41 0.15 0.33 0.56
C 1.12047 -0.13908 4.13697 -0.11 -0.12 0.00 -1.09
N -0.24888 -0.60353 3.92561 -0.51 0.40 -0.76 0.32
C -1.06367 -0.24968 2.89852 -0.56 -1.18 1.34 -0.37
Se -0.57438 0.93494 1.49371 -0.67 0.50 1.36 -0.33
N -2.24939 -0.92111 3.08400 0.59 1.00 -0.23 0.14
C -2.15036 -1.77284 4.21046 0.42 -0.07 -1.23 0.29
C -2.90883 -2.89482 4.51645 -0.03 0.15 0.40 -0.79
C -2.35007 -3.75902 5.46442 -0.68 0.12 -0.31 -0.54
C -1.07863 -3.55578 6.02011 0.37 0.58 -0.06 -0.70
C -0.30404 -2.45728 5.63520 -0.21 -0.33 0.27 -0.70
C -0.86827 -1.57971 4.71588 0.00 -0.17 -0.27 0.86
H 1.29028 -0.06421 5.22103 0.04 0.14 -0.49 0.44
H 1.24626 0.82090 3.62693 0.02 -0.15 0.36 0.32
H 1.80634 -0.86990 3.69815 0.11 0.15 0.26 0.40
H -3.09205 -0.72180 2.52185 0.83 -0.21 0.73 0.54
H -3.86116 -3.02614 3.98763 0.34 -0.31 0.58 0.45
H -2.91298 -4.62934 5.77896 0.02 0.01 -0.10 0.42
H -0.68350 -4.28044 6.73974 -0.17 0.35 -0.32 0.42
H 0.70509 -2.30439 5.99573 -0.05 -0.11 0.10 0.44
```
Forces are in eV/Å.

=====

Entry 3:
Below is a 4-piece molecular cluster, C25H45FIN2O7 overall, with properties calculated with ωB97M-V/def2-TZVPD.

For the total energy, the calculation gives -54779.60032 eV. The highest occupied orbital energy comes out at -11.1 eV. As for the total charge: +1. Its maximum force is 0.80 eV/A. The calculation puts the LUMO energy at -0.149 Ha. The multiplicity is 1.

Geometry as XYZ:
```
81
Properties=species:S:1:pos:R:3:forces:R:3:mulliken_charge:R:1
C 1.38528 4.25103 3.84767 -0.15 -0.05 -0.32 -1.01
C 1.85098 4.39594 2.39311 0.02 -0.11 0.19 -0.73
C 0.87203 5.19683 1.53938 0.33 0.00 -0.28 -0.97
I 1.61765 5.24845 -0.49801 -0.08 0.06 0.01 0.20
C -0.50310 4.63348 1.43051 0.02 -0.14 0.21 1.12
C -0.72301 3.25204 1.49573 0.14 -0.25 0.05 -1.02
C -1.98310 2.77283 1.36010 -0.10 -0.11 -0.02 -0.08
C -3.03376 3.69468 1.17054 -0.30 -0.37 -0.08 0.04
C -4.45006 3.22128 1.04432 -0.24 0.30 -0.01 -1.37
C -4.99912 2.85183 2.43403 0.68 0.39 0.16 0.64
C -5.62344 4.03156 3.17665 -0.43 -0.42 -0.09 -1.30
F -5.88527 1.79713 2.32381 -0.10 0.11 -0.14 -0.37
N -2.82242 4.98373 1.12977 0.12 0.08 -0.05 -1.01
N -1.56677 5.41106 1.24872 0.24 0.25 -0.11 1.19
C -1.43912 6.86795 1.17697 -0.29 0.36 -0.05 -1.50
C -1.49200 7.52966 2.57234 -0.48 0.23 0.21 0.48
C -0.80727 8.89652 2.56568 0.00 0.09 0.00 -1.46
O -0.96313 6.67944 3.58309 0.24 0.00 -0.17 -0.47
H 0.68303 3.41995 3.93948 -0.04 0.04 0.08 0.31
H 2.22723 4.03709 4.50147 0.00 0.06 0.03 0.40
H 0.87445 5.15716 4.16997 0.14 0.01 0.18 0.22
H 2.03451 3.41304 1.95584 0.01 0.04 -0.07 0.44
H 2.80702 4.91669 2.33975 -0.03 0.06 0.04 0.51
H 0.87484 6.23541 1.84748 -0.12 -0.05 0.10 0.55
H 0.10197 2.57313 1.65033 0.08 0.06 -0.09 0.55
H -2.17794 1.70628 1.38374 0.00 -0.02 -0.05 0.66
H -4.50319 2.36000 0.37830 0.12 -0.11 0.11 0.47
H -5.03716 4.02494 0.60033 -0.08 -0.08 -0.02 0.44
H -4.14712 2.50395 3.03043 -0.18 -0.36 0.03 0.29
H -4.95502 4.39872 3.95244 0.02 0.18 -0.09 0.28
H -6.52728 3.67126 3.66968 0.07 0.00 0.10 0.42
H -5.93099 4.83010 2.50409 0.12 0.09 0.03 0.28
H -0.56430 7.14444 0.59264 0.16 -0.21 0.13 0.44
H -2.30751 7.21443 0.62114 0.05 -0.07 -0.08 0.41
H -2.54775 7.69775 2.79737 -0.03 -0.16 -0.06 0.54
H -1.48691 9.66536 2.92904 0.03 0.00 0.02 0.38
H -0.48689 9.19522 1.56695 0.03 -0.02 0.00 0.38
H 0.05688 8.89741 3.22826 0.06 -0.14 -0.07 0.33
H -1.68515 6.34043 4.11887 0.03 0.02 0.05 0.29
O -1.05733 -0.24107 -0.13954 -0.02 0.22 0.04 -0.57
C -1.69374 -1.20462 0.20610 0.15 -0.17 0.08 0.93
O -2.36339 -1.12679 1.37146 -0.16 0.21 -0.01 -0.38
C -3.28699 -2.14065 1.81123 -0.08 -0.21 0.13 -0.44
C -2.58728 -3.27964 2.51985 0.17 0.05 -0.06 -0.97
C -1.69891 -2.49013 -0.57556 -0.31 0.02 -0.21 -1.14
H -3.89764 -2.48456 0.97659 0.05 0.01 -0.03 0.38
H -3.95518 -1.62424 2.49808 0.04 0.08 -0.02 0.35
H -1.89590 -3.80414 1.86060 -0.06 -0.05 -0.03 0.23
H -3.31805 -3.99853 2.88873 -0.02 0.01 0.00 0.36
H -2.01222 -2.90081 3.36486 -0.05 0.00 0.03 0.32
H -0.81786 -3.07139 -0.30344 0.00 -0.02 0.02 0.24
H -1.64646 -2.25026 -1.63465 0.17 0.07 0.03 0.34
H -2.58424 -3.10039 -0.42351 0.08 -0.07 0.11 0.35
O -0.54480 -7.18538 -1.07331 -0.03 0.03 0.05 -0.59
C 0.48122 -6.67658 -1.43113 -0.10 0.10 -0.20 0.69
O 1.17215 -5.94086 -0.52354 0.05 -0.08 0.22 -0.41
C 2.47322 -5.40659 -0.78195 0.08 0.09 -0.08 -0.47
C 2.37667 -4.07498 -1.49490 -0.11 0.04 -0.02 -0.85
C 0.99014 -6.75685 -2.84760 0.04 -0.18 0.35 -0.58
H 3.09918 -6.12069 -1.31793 -0.07 -0.01 -0.06 0.38
H 2.91994 -5.27104 0.20239 -0.06 -0.03 0.03 0.34
H 1.90801 -4.17803 -2.47344 0.06 -0.04 -0.03 0.23
H 3.36118 -3.62647 -1.63199 0.01 -0.02 0.04 0.38
H 1.76076 -3.39889 -0.89947 0.07 0.08 -0.02 0.25
H 0.48984 -5.98985 -3.43922 0.00 0.00 -0.02 0.26
H 0.73444 -7.73171 -3.25120 -0.12 0.04 -0.03 0.37
H 2.05987 -6.63872 -2.94200 0.02 0.10 -0.06 0.03
O 2.96345 -7.42644 -4.88638 0.14 -0.05 -0.15 -0.54
C 3.99599 -6.90664 -5.20976 -0.06 0.10 -0.13 0.84
O 4.66616 -6.19476 -4.27744 0.02 -0.08 0.15 -0.38
C 5.98361 -5.67434 -4.49278 0.12 0.12 -0.06 -0.43
C 5.95867 -4.33531 -5.19899 -0.14 0.00 -0.04 -0.96
C 4.51394 -6.96311 -6.62599 0.24 -0.24 0.07 -1.15
H 6.60293 -6.40505 -5.01363 -0.03 0.00 -0.03 0.37
H 6.40357 -5.56176 -3.49463 -0.06 -0.03 0.03 0.34
H 5.52424 -4.41337 -6.19554 0.06 -0.02 -0.02 0.27
H 6.96958 -3.93934 -5.29557 0.01 0.00 0.01 0.37
H 5.35648 -3.62370 -4.63358 0.04 0.01 0.03 0.28
H 4.01853 -6.18558 -7.20638 -0.01 0.01 0.00 0.27
H 4.24898 -7.93187 -7.04108 -0.14 0.04 -0.01 0.34
H 5.59012 -6.84304 -6.71576 -0.02 0.11 -0.01 0.35
```
Forces are in eV/Å.

=====

What is the formula in the first record?
C25H45ClGaP2